# 1
The following is a quantum chemistry calculation of a 6-piece molecular cluster, C30H59FNO17 overall, from OMol25.

For the total energy, the calculation gives -2612.3193 a.u. The multiplicity is 1. Its net charge is -1. The highest occupied orbital energy is -4.434 eV. The LUMO energy is 2.06 eV.

```
108
Properties=species:S:1:pos:R:3:lowdin_charge:R:1
C -5.047 -5.287 2.751 -0.04
H -5.002 -4.043 -3.053 0.12
C -1.446 5.600 4.728 -0.03
C 0.698 2.797 -5.495 -0.62
H -1.622 0.331 -4.712 0.10
H 2.863 -2.161 -1.219 0.11
H -4.441 3.335 -0.467 0.12
H -4.273 -6.968 -2.332 0.07
H 3.810 1.007 -3.573 0.06
H -4.889 -2.089 -1.490 0.08
H -0.453 3.904 -7.529 0.09
H -4.320 -8.153 -1.022 0.07
H -2.027 -7.423 -0.290 0.13
C 2.574 4.583 7.857 -0.07
O -4.354 -5.041 1.526 0.00
C -1.935 -0.279 -5.558 -0.03
C 4.993 -0.152 -1.749 -0.73
H 1.803 0.546 -5.026 0.13
H 4.442 0.076 2.344 0.07
H 2.902 3.715 7.285 0.08
O -0.014 5.572 4.742 0.01
H -1.974 -6.284 -1.636 0.12
H 3.640 6.016 6.660 0.12
H -2.608 5.475 0.729 0.07
O -1.048 1.870 1.419 0.01
C -0.133 1.846 2.523 -0.02
C 3.084 1.789 -3.796 -0.05
H 1.564 4.394 8.216 0.07
H -4.408 -5.810 3.459 0.10
H 5.752 -1.117 0.932 0.13
H -1.232 5.151 -6.526 0.09
H 2.738 -0.649 -2.026 0.08
H 1.554 0.134 0.280 0.08
H 0.517 0.990 2.366 0.08
C -0.552 -1.694 0.873 -0.10
H -1.152 -2.532 0.515 0.05
H -0.764 -1.567 1.938 0.06
C 4.167 -0.544 -0.453 -0.36
H -0.922 -0.795 0.379 0.06
H 1.380 0.574 -3.314 0.11
H -1.130 -0.952 -5.841 0.10
H -3.239 -4.125 -3.084 0.12
O 5.038 -1.060 -2.612 -0.07
C -2.010 2.775 1.521 -0.60
C -2.944 -1.943 -4.295 -0.61
H -0.665 1.731 3.466 0.10
O -2.738 2.738 0.408 0.04
N 4.010 0.657 0.370 -0.04
C 1.508 -0.795 -0.291 -0.20
C 0.961 -1.900 0.626 -0.24
H -2.197 0.360 -6.396 0.09
H 5.396 -4.733 0.911 0.07
C -3.254 5.079 -0.053 -0.06
C -4.090 -3.457 -2.947 -0.21
H -1.816 6.537 5.142 0.09
H 3.000 2.435 -2.921 0.09
O -1.896 -2.218 -3.776 0.13
H 1.128 -2.875 0.171 0.10
O 1.863 5.680 5.792 0.04
H 3.231 4.699 8.720 0.08
O -0.274 3.728 -5.463 -0.01
C 1.746 1.179 -4.141 -0.19
H 5.427 -3.944 2.495 0.07
O -2.198 3.502 2.467 0.10
H 6.514 -3.417 1.185 0.07
H 0.739 -0.632 -1.053 0.10
H 0.535 5.152 -6.737 0.10
H -4.347 3.733 1.250 0.12
C -3.835 -6.128 0.955 -0.61
O -4.125 -2.507 -4.026 0.03
C 5.513 -3.777 1.424 -0.04
C -3.785 3.711 0.316 -0.21
O 5.484 0.971 -1.817 -0.02
C 5.048 -1.596 0.246 -0.09
H -3.129 -2.194 -1.490 0.07
H -5.948 -5.870 2.566 0.10
O 0.701 2.171 -4.336 0.03
C 4.439 -2.780 0.959 -0.35
O -0.046 6.042 6.950 0.12
F 3.710 -2.375 2.099 -0.06
H -4.082 5.774 -0.200 0.08
H -4.082 -3.508 -0.801 0.06
O -3.885 -7.246 1.398 0.12
H -1.740 5.503 3.692 0.07
H 3.470 2.388 -4.621 0.08
O -3.124 -1.012 -5.232 0.00
H 3.464 1.514 2.173 0.08
O -3.246 -5.751 -0.176 0.02
C -2.636 -6.801 -0.945 -0.20
C 2.821 -1.087 -1.033 -0.10
C -3.661 -7.617 -1.703 -0.06
H -1.844 4.759 5.292 0.10
H 0.458 2.760 2.539 0.10
H 2.275 6.706 7.543 0.12
O 1.418 2.600 -6.440 0.12
H 5.655 -2.038 -0.550 0.12
H -3.158 -8.344 -2.340 0.08
C 0.541 5.792 5.928 -0.62
C -4.045 -2.773 -1.601 -0.05
H 1.456 -1.852 1.593 0.08
H -2.676 5.024 -0.976 0.08
H 3.393 1.305 -0.095 0.10
C -0.351 4.525 -6.641 -0.06
C 2.623 5.828 6.998 -0.22
H 2.716 -0.063 1.953 0.04
C 3.632 0.513 1.762 -0.14
H 3.732 -3.310 0.323 0.12
H -5.314 -4.311 3.144 0.09
```

=====

# 2
The following is a quantum chemistry calculation of a 5-piece molecular cluster, C30H59IN6O10S overall, from OMol25.

For the total energy, the calculation gives -2955.1508 a.u. The SMILES is CC[N@+]1(I)C[C@](CCCC(=O)O)(C(=O)[O-])O[C@H](S)[C@@H]1CCCCN(C)C(C)=O.CN(C)C=O.CN(C)C=O.CN(C)C=O.CN(C)C=O. The multiplicity is 1. Its net charge is 0. The highest occupied orbital energy is -7.151 eV. The LUMO energy is -1.85 eV.

```
107
Properties=species:S:1:pos:R:3:lowdin_charge:R:1
H -0.693 -1.596 3.618 0.12
H -0.426 0.718 3.512 0.12
O 5.905 0.473 -2.602 0.00
O -4.449 2.073 2.749 0.11
C -0.367 1.855 0.416 -0.58
C -3.484 -1.127 2.893 -0.18
H 5.573 1.272 -0.768 0.04
H -4.206 -1.890 3.288 0.11
H -3.063 -0.549 3.768 0.14
H -6.205 1.488 4.449 0.08
H 7.981 2.062 -3.481 0.09
H 1.965 -4.252 0.130 0.09
H 8.657 0.608 -2.726 0.09
H -4.819 -0.574 -0.004 0.08
C -2.935 6.749 0.739 -0.48
H 1.869 -5.369 -1.256 0.09
C -2.497 -7.582 -4.841 -0.04
H 2.077 3.346 1.066 0.09
C -1.650 6.991 1.618 -0.09
H 7.963 3.559 -0.596 0.09
C -5.086 -0.767 1.068 -0.07
H -2.314 -2.840 2.005 0.08
C 1.590 2.872 1.964 -0.14
H 2.186 3.178 2.858 0.14
H 0.702 0.836 -5.917 0.08
H 1.432 -5.925 0.381 0.09
H -0.018 -1.741 1.957 0.09
C 6.241 1.132 -1.636 -0.36
H -2.795 -6.916 -5.652 0.09
N 2.002 1.430 -4.378 -0.19
H -1.736 -3.996 0.262 0.13
H -2.314 -8.580 -5.236 0.09
O -0.322 -4.229 1.689 0.01
H 0.536 -0.118 0.715 0.10
H -2.387 -1.347 0.995 0.08
H -3.409 -9.580 -3.152 0.09
C 8.409 1.658 -2.562 -0.04
C 0.987 1.791 -3.563 -0.33
H -4.720 -6.604 -2.492 0.13
C 3.782 0.931 3.189 -0.16
H -0.458 -5.725 -2.255 0.08
H 3.976 0.869 4.300 0.10
H 4.070 1.252 -4.673 0.09
H -2.043 4.928 2.263 0.11
H -6.117 -0.336 1.220 0.09
H -2.526 1.947 -1.073 -0.10
H -1.051 5.945 3.445 0.13
H 9.310 2.211 -2.303 0.09
H -1.669 0.724 2.229 0.10
S -1.708 0.989 -0.537 0.81
H 6.932 2.512 0.403 0.08
O 1.113 2.248 -2.440 -0.05
N 7.430 1.758 -1.494 -0.20
C -4.171 -8.889 -3.521 -0.06
N -4.146 -0.104 2.017 -0.16
H -1.550 -4.375 -1.879 0.07
H 1.053 5.574 2.101 0.13
C 2.243 0.682 2.999 -0.24
H 0.078 -4.042 -2.509 0.09
O -1.491 2.967 3.817 -0.06
O -3.432 -5.372 -3.457 0.01
N 0.031 -4.675 -0.525 -0.20
H 2.002 -0.412 3.030 0.14
H -4.937 -8.763 -2.757 0.08
C 1.769 0.894 -5.704 -0.05
H 2.246 1.543 -6.442 0.09
H 4.121 1.959 2.892 0.07
H -1.961 7.762 2.382 0.12
C 0.151 3.486 2.088 -0.33
H 3.507 0.993 -3.006 0.05
H -4.629 -9.300 -4.423 0.09
C -4.801 0.924 2.809 -0.46
H -0.795 7.392 1.023 0.11
O 0.477 3.757 4.544 -0.03
C 0.133 5.043 1.746 -0.08
H -5.949 -0.348 4.281 0.07
H 3.552 2.634 -3.674 0.10
C -3.916 -6.466 -3.234 -0.35
C -0.852 -1.277 2.549 -0.17
O -4.170 6.446 1.313 0.06
H 0.304 2.302 -0.362 0.07
H -1.582 -7.193 -4.389 0.08
C 7.757 2.526 -0.308 -0.05
H 8.643 2.097 0.164 0.09
O -0.864 2.891 1.259 -0.11
C 1.408 -5.081 -0.312 -0.04
C 0.320 0.785 1.350 -0.35
H 4.429 0.126 2.743 0.06
C -0.707 -4.280 0.538 -0.35
C -2.287 -1.725 2.055 -0.18
N 1.623 1.376 1.802 -0.46
H -5.060 -1.869 1.297 0.09
H -0.002 5.138 0.630 0.13
H -0.006 1.633 -4.014 0.14
O -2.838 6.871 -0.454 0.09
C -0.651 0.316 2.497 -0.13
C -0.294 3.398 3.633 -0.66
I 2.978 1.012 0.205 1.29
H -4.024 5.711 1.943 0.11
C -0.512 -4.704 -1.870 -0.05
C 3.367 1.584 -3.911 -0.05
C -6.039 0.634 3.754 -0.01
H -6.940 0.589 3.079 0.07
H 2.201 -0.107 -5.767 0.09
H 1.733 1.138 3.898 0.14
C -1.191 5.658 2.367 -0.16
N -3.548 -7.619 -3.840 -0.20
```

=====

| no. | Kohn-Sham gap (eV) |
| --- | --- |
| 1 | 6.50 |
| 2 | 5.30 |